Molecular formula: C3H10NO2
Method: DFT, ωB97M-V/def2-TZVPD

Values from the calculation:
Kohn-Sham gap	12.83	eV
calculated total energy	-325.2784	Eh
relative energy (zero: lowest compared OMol25 entry of this formula, charge and spin)	1.064	eV
LUMO level	-3.096	eV

Structure (ORCA input):
```
! wB97M-V def2-TZVPD RIJCOSX def2/J DEFGRID3
* xyz 1 1
O -0.57 1.26 -0.74
C -1.50 1.77 -1.30
O -1.39 2.36 -2.49
H -2.55 1.74 -0.96
H -2.01 1.93 -3.11
C 1.59 -0.83 -0.21
N 0.28 -0.71 0.51
C 0.28 -0.81 1.98
H 1.46 -0.41 -1.20
H 2.42 -0.53 0.42
H 1.76 -1.88 -0.36
H -0.29 -1.50 0.23
H -0.26 0.16 0.12
H 0.83 -1.70 2.29
H -0.74 -0.92 2.35
H 0.69 0.08 2.47
*
```

Here are the natural (NBO) charges for atoms 1 to 8, given in e: number 1, O, carries -0.610; number 2, C, carries 0.722; number 3, O, carries -0.663; number 4, H, carries 0.133; number 5, H, carries 0.516; number 6, C, carries -0.425; number 7, N, carries -0.528; number 8, C, carries -0.428

---

Molecular formula: C3H10NO2P
Method: DFT, ωB97M-V/def2-TZVPD

Values from the calculation:
Kohn-Sham gap (spin up / spin down)	8.26 / 9.22	eV
calculated total energy	-666.7877	Eh
relative energy (zero: lowest compared OMol25 entry of this formula, charge and spin)	0.635	eV
expectation value of S²	2.01
LUMO level (spin up / spin down)	0.858 / -1.555	eV

Structure (ORCA input):
```
! wB97M-V def2-TZVPD RIJCOSX def2/J DEFGRID3
* xyz 0 3
C -1.92 -0.82 -1.05
C 1.41 1.89 -0.17
C -1.22 -1.46 0.11
N 2.31 -0.88 -1.13
O 2.34 -1.40 1.65
O 1.84 0.92 0.71
P 1.68 -0.68 0.55
H -3.01 -0.99 -1.08
H -1.80 0.19 -0.97
H -1.45 -1.14 -1.97
H 1.08 1.51 -1.11
H 2.24 2.57 -0.39
H 0.59 2.50 0.31
H -0.54 -2.14 -0.19
H -1.70 -1.61 1.09
H 3.15 -1.36 -0.78
H 1.74 -1.59 -1.59
*
```

Here are the natural (NBO) charges for atoms 1 to 8, given in e: number 1, C, carries -0.686; number 2, C, carries -0.247; number 3, C, carries -0.275; number 4, N, carries -1.128; number 5, O, carries -1.022; number 6, O, carries -0.798; number 7, P, carries 1.881; number 8, H, carries 0.221

---

Q: What is the formula in the first record?
A: C3H10NO2